(1)
Entry from the OMol25 dataset: a cluster of 6 separate species, C12H24Cl12 in total (ωB97M-V with the def2-TZVPD basis set).

Structure (XYZ):
```
48
Properties=species:S:1:pos:R:3:mulliken_charge:R:1
Cl -13.419 12.400 -3.834 -0.1820
C -12.658 10.702 -3.750 -0.4575
C -11.444 10.573 -2.879 -0.4121
Cl -10.086 11.551 -3.546 -0.1888
H -12.447 10.393 -4.774 0.3303
H -13.417 10.030 -3.350 0.3001
H -11.029 9.580 -2.706 0.3210
H -11.774 10.995 -1.929 0.2889
Cl -10.560 20.907 -7.476 -0.1595
C -10.443 20.010 -6.010 -0.3736
C -9.733 18.679 -6.191 -0.4674
Cl -8.082 18.799 -6.913 -0.1927
H -11.426 19.739 -5.626 0.2769
H -9.920 20.646 -5.297 0.2981
H -10.414 18.125 -6.837 0.3007
H -9.599 18.082 -5.289 0.3175
Cl -4.397 25.362 -4.434 -0.1960
C -2.875 26.341 -4.211 -0.3981
C -2.210 25.757 -2.956 -0.4513
Cl -0.632 26.417 -2.596 -0.1918
H -3.056 27.411 -4.117 0.3225
H -2.322 26.167 -5.134 0.2905
H -1.983 24.725 -3.225 0.2810
H -2.875 25.771 -2.093 0.3432
Cl -7.819 24.383 7.334 -0.1698
C -8.007 23.044 6.210 -0.4372
C -8.575 23.568 4.893 -0.3704
Cl -7.293 24.462 4.152 -0.1704
H -8.641 22.357 6.770 0.2788
H -7.035 22.577 6.050 0.3077
H -9.403 24.273 4.956 0.2834
H -8.926 22.797 4.206 0.2780
Cl -3.647 19.044 0.353 -0.1696
C -4.060 17.269 0.590 -0.5048
C -5.446 16.859 -0.096 -0.3851
Cl -6.699 18.076 0.560 -0.1865
H -3.971 17.062 1.657 0.3131
H -3.187 16.723 0.234 0.3220
H -5.699 15.809 0.054 0.3171
H -5.426 16.875 -1.186 0.2936
Cl -2.882 8.689 -7.100 -0.1962
C -2.935 10.455 -6.751 -0.3888
C -2.370 10.753 -5.375 -0.4596
Cl -2.433 12.478 -4.861 -0.2004
H -3.936 10.862 -6.897 0.3206
H -2.404 10.896 -7.594 0.2929
H -1.300 10.545 -5.404 0.2854
H -2.704 10.156 -4.526 0.3458
```

E   -5993.8902 Eh
LUMO energy   0.0075 Ha
Energy relative to the best compared isomer or geometry (same formula, charge and spin)   50.1 kcal/mol
Maximum force   2.0 eV Å⁻¹
Net charge   0
Molar mass   593.760 g/mol
SMILES   ClCCCl.ClCCCl.ClCCCl.ClCCCl.ClCCCl.ClCCCl
HOMO   -10.54 eV

(2)
Entry from the OMol25 dataset: a structure of composition C6H12N2 (ωB97M-V with the def2-TZVPD basis set).

Structure (XYZ):
```
20
Properties=species:S:1:pos:R:3:mulliken_charge:R:1
C 0.296 0.155 -0.501 1.2422
C -0.800 -0.656 -1.151 -1.4399
N 0.335 0.311 0.868 -0.4961
N 1.528 0.039 -1.122 -0.5704
C -0.203 2.004 -0.559 -0.4301
C 0.901 -1.143 1.582 -0.2658
C -1.359 2.521 -0.183 -0.6856
C 0.359 -2.353 1.601 -0.6114
H -0.414 0.698 1.416 0.2542
H 1.733 -0.819 -1.608 0.1894
H 2.296 0.517 -0.674 0.2313
H 0.543 2.589 -1.085 0.2724
H 1.684 -0.905 2.298 0.3312
H -1.576 -0.060 -1.627 0.3156
H -0.440 -1.301 -1.951 0.4335
H -1.330 -1.303 -0.460 0.3182
H -1.666 3.531 -0.433 0.2739
H -2.104 1.919 0.328 0.2177
H -0.421 -2.655 0.912 0.1566
H 0.637 -3.088 2.348 0.2631
```

E   -345.1619 Eh
LUMO energy   0.0389 Ha
Energy relative to the best compared isomer or geometry (same formula, charge and spin)   104.1 kcal/mol
Maximum force   7.3 eV Å⁻¹
Net charge   0
Molar mass   112.176 g/mol
HOMO   -7.89 eV

(3)
Entry from the OMol25 dataset: a cluster of 7 separate species, C42H76BrFO24S6 in total (ωB97M-V with the def2-TZVPD basis set).

Structure (XYZ):
```
150
Properties=species:S:1:pos:R:3:mulliken_charge:R:1
C -3.765 1.698 5.809 -0.6879
C -2.801 2.351 5.121 -0.8508
C -2.280 1.653 3.894 0.3803
C -1.270 0.794 4.007 -0.8038
C -0.721 0.018 2.843 0.1640
O 0.168 -0.776 3.083 -0.4483
C -1.266 0.299 1.469 0.9145
C -0.751 -0.328 0.346 -0.2822
C 0.394 -1.340 0.412 -1.5882
O 0.010 -2.526 1.095 0.0101
C 1.159 -3.389 1.078 -0.4821
C 0.818 -4.579 0.161 -0.5840
O -0.341 -5.190 0.692 -0.2810
C -1.297 -5.550 -0.288 0.1720
C -2.623 -5.751 0.451 -0.7141
O -3.370 -4.556 0.525 -0.3575
C -3.888 -4.371 1.828 0.0486
C -4.919 -3.242 1.894 -0.7174
C -1.273 -0.043 -0.919 0.4649
C -0.816 -0.698 -2.208 -0.2025
F -1.986 -0.935 -2.959 -0.4436
C 0.097 0.188 -3.064 -0.1367
C 0.214 -0.466 -4.473 -1.2418
C -2.268 0.899 -1.012 -0.5127
C -2.806 1.548 0.075 0.3972
C -3.899 2.568 -0.233 -1.1498
C -5.259 1.903 -0.509 0.2268
O -6.110 2.500 -1.098 -0.5207
Br -5.633 0.066 0.041 -0.1468
C -2.322 1.233 1.336 0.4739
C -2.926 1.893 2.551 0.3931
O -3.926 2.581 2.519 -0.6173
H -4.672 2.241 6.087 0.2745
H -3.639 0.660 6.124 0.2650
H -2.389 3.304 5.458 0.3590
H -0.830 0.606 4.985 0.5264
H 1.178 -0.858 1.025 0.4008
H 0.840 -1.536 -0.571 0.9267
H 2.023 -2.825 0.698 0.4732
H 1.422 -3.759 2.076 -0.0013
H 1.649 -5.302 0.135 0.3773
H 0.669 -4.202 -0.863 0.2458
H -1.431 -4.795 -1.078 0.2046
H -0.976 -6.495 -0.761 0.0232
H -3.193 -6.565 -0.026 0.2574
H -2.343 -6.021 1.480 0.3741
H -3.064 -4.091 2.511 0.1685
H -4.333 -5.286 2.246 0.3049
H -5.519 -3.265 0.976 0.2955
H -5.598 -3.369 2.741 0.2336
H -4.393 -2.286 1.977 -0.0422
H -0.387 -1.690 -2.038 0.3877
H -0.319 1.199 -3.131 0.1392
H 1.071 0.200 -2.553 0.3096
H 1.192 -0.292 -4.926 0.3692
H -0.613 -0.149 -5.111 0.3433
H 0.105 -1.548 -4.317 0.2975
H -2.648 1.146 -2.003 0.5564
H -3.617 3.029 -1.190 0.3506
H -3.972 3.378 0.490 0.6559
C 0.926 -2.114 6.096 -0.8352
C 1.386 -2.981 4.942 -0.0979
O 2.503 -3.815 5.315 -0.3146
S 2.209 -5.125 6.174 1.2790
C 3.785 -5.883 5.957 -0.9390
O 1.214 -5.904 5.505 -0.6339
O 2.061 -4.756 7.547 -0.6295
H 0.484 -2.717 6.890 0.4047
H 0.178 -1.400 5.754 -0.0158
H 1.767 -1.572 6.531 0.3390
H 0.567 -3.587 4.551 0.3648
H 1.734 -2.347 4.130 0.1229
H 3.920 -6.119 4.904 0.3075
H 3.796 -6.794 6.552 0.3764
H 4.555 -5.200 6.305 0.3141
C 3.408 -8.722 -4.229 -0.9700
C 2.153 -9.409 -4.731 -0.3851
O 0.991 -9.036 -3.969 -0.2830
S 0.321 -7.620 -4.268 1.2661
C -1.182 -7.904 -3.396 -1.0019
O 0.048 -7.525 -5.669 -0.6728
O 1.064 -6.604 -3.588 -0.5624
H 3.370 -7.649 -4.416 0.2845
H 4.288 -9.123 -4.732 0.3839
H 3.518 -8.860 -3.153 0.2651
H 1.991 -9.211 -5.792 0.3383
H 2.258 -10.487 -4.617 0.2711
H -1.726 -8.710 -3.881 0.4213
H -1.764 -6.984 -3.432 0.3823
H -0.946 -8.157 -2.366 0.2703
C 1.843 6.064 -2.982 -1.0180
C 1.924 4.767 -2.204 -0.3159
O 1.332 4.882 -0.895 -0.2635
S -0.258 4.835 -0.785 1.1496
C -0.350 4.602 0.960 -0.9096
O -0.731 3.653 -1.439 -0.5256
O -0.786 6.122 -1.108 -0.6479
H 0.811 6.304 -3.240 0.3054
H 2.413 5.990 -3.908 0.3911
H 2.231 6.895 -2.392 0.2811
H 1.466 3.943 -2.756 0.1850
H 2.968 4.504 -2.043 0.3397
H 0.096 3.642 1.211 0.2127
H -1.403 4.613 1.238 0.3490
H 0.175 5.417 1.451 0.4499
C 6.514 11.489 -1.097 -1.0667
C 6.758 9.996 -1.181 -0.0415
O 6.070 9.274 -0.137 -0.3069
S 4.509 9.020 -0.312 1.2157
C 4.337 7.815 0.962 -0.9632
O 4.286 8.398 -1.582 -0.5477
O 3.797 10.197 0.070 -0.6366
H 5.476 11.731 -1.325 0.2762
H 7.150 12.016 -1.808 0.3953
H 6.720 11.857 -0.092 0.3267
H 6.479 9.605 -2.162 0.0579
H 7.819 9.791 -1.042 0.2856
H 4.917 6.935 0.695 0.3111
H 3.280 7.563 1.034 0.3257
H 4.684 8.243 1.899 0.3626
C -6.976 -9.692 3.048 -0.9806
C -7.860 -8.527 2.646 -0.2991
O -8.152 -7.662 3.758 -0.3204
S -7.025 -6.633 4.222 1.2495
C -8.050 -5.640 5.255 -1.0422
O -6.608 -5.863 3.090 -0.5667
O -6.075 -7.321 5.039 -0.6360
H -5.976 -9.353 3.318 0.2878
H -6.884 -10.401 2.225 0.3897
H -7.389 -10.206 3.917 0.2700
H -7.416 -7.957 1.828 0.2814
H -8.820 -8.902 2.294 0.2804
H -8.803 -5.155 4.640 0.3123
H -7.413 -4.896 5.729 0.3782
H -8.509 -6.275 6.008 0.3673
C 4.113 8.624 -4.781 -0.1569
C 4.223 8.897 -6.266 -0.6591
O 4.672 10.240 -6.529 -0.2556
S 6.224 10.557 -6.357 1.1776
C 6.217 12.120 -7.171 -0.9806
O 6.977 9.622 -7.134 -0.6593
O 6.506 10.760 -4.968 -0.5192
H 5.096 8.618 -4.311 0.1759
H 3.649 7.657 -4.599 -0.0995
H 3.525 9.398 -4.288 0.3265
H 4.878 8.174 -6.756 0.3541
H 3.242 8.807 -6.730 0.3181
H 5.954 11.971 -8.214 0.3405
H 7.218 12.537 -7.089 0.3722
H 5.499 12.770 -6.676 0.3139
```

E   -8514.5109 Eh
LUMO energy   -0.0461 Ha
Maximum force   1.9 eV Å⁻¹
Net charge   0
Molar mass   1256.350 g/mol
SMILES   C=CC1=CC(=O)c2c(COCCOCCOCC)c([C@@H](F)CC)cc(CC(=O)Br)c2C1=O.CCOS(C)(=O)=O.CCOS(C)(=O)=O.CCOS(C)(=O)=O.CCOS(C)(=O)=O.CCOS(C)(=O)=O.CCOS(C)(=O)=O
HOMO   -8.99 eV

(4)
Entry from the OMol25 dataset: a cluster of 2 separate species, C3H10O3 in total (ωB97M-V with the def2-TZVPD basis set).

Structure (XYZ):
```
16
Properties=species:S:1:pos:R:3:mulliken_charge:R:1
O -2.281 -0.765 2.004 -0.5377
C -1.037 -0.063 1.744 -0.3590
C -1.148 0.876 0.574 -0.4481
C 0.289 1.483 0.254 -0.5763
O 0.251 2.784 -0.256 -0.5056
H -3.038 -0.365 1.604 0.2952
H -0.784 0.475 2.656 0.2748
H -0.375 -0.922 1.608 0.2642
H -1.614 0.512 -0.341 0.3298
H -1.839 1.676 0.875 0.3202
H 0.745 1.424 1.246 0.2999
H 0.755 0.751 -0.397 0.3351
H 0.174 3.366 0.472 0.3075
O 3.382 -3.727 -3.665 -0.6319
H 2.621 -4.141 -3.282 0.3157
H 3.077 -3.402 -4.500 0.3161
```

E   -345.9783 Eh
LUMO energy   0.0296 Ha
Energy relative to the best compared isomer or geometry (same formula, charge and spin)   22.7 kcal/mol
Maximum force   2.9 eV Å⁻¹
Net charge   0
Molar mass   94.110 g/mol
SMILES   OCCCO.O
HOMO   -10.19 eV

- Which formula does entry 2 have?
  C6H12N2

- Which value of molar mass does entry 4 give?
  94.110 g/mol